Record 1
ORCA calculation (ωB97M-V/def2-TZVPD) on 2 unconnected molecules or ions with the total composition CH4FNP2 at a distorted geometry.

For the HOMO energy (spin up / spin down), the calculation gives -8.106 / -8.708 eV. The value obtained for the energy above the lowest of the compared OMol25 structures with the same formula, charge and spin is 126.0 kcal per mole. The maximum force comes out at 5.44 eV Å⁻¹. The value obtained for the total energy is -877.63041 a.u. As for the HOMO-LUMO gap (spin up / spin down): 6.69 / 8.46 eV.

Cartesian coordinates (Å):
C  1.857  -0.184  -0.143
N  1.497  -1.202  0.500
F  2.866  0.453  -0.598
P  -1.242  -0.273  -0.201
P  -1.028  1.697  0.096
H  0.485  -1.526  0.624
H  -2.566  -0.244  0.181
H  -1.803  -0.237  -1.556
H  -0.065  1.516  1.096

Record 2
ORCA calculation (ωB97M-V/def2-TZVPD) on C4H5N3O in the gas phase at a distorted geometry.

For the HOMO energy, the calculation gives -9.330 eV. The value obtained for the energy above the lowest of the compared OMol25 structures with the same formula, charge and spin is 30.8 kcal per mole. The maximum force comes out at 4.39 eV Å⁻¹. The SMILES is Cc1nc(=O)nc[nH]1. The value obtained for the total energy is -394.91845 a.u. As for the HOMO-LUMO gap: 9.59 eV.

Cartesian coordinates (Å):
C  -1.662  1.910  0.581
C  -0.686  0.879  0.157
N  -0.177  0.031  0.970
C  0.727  -1.029  0.624
O  1.417  -1.689  1.388
N  0.977  -1.087  -0.868
C  0.297  -0.330  -1.619
N  -0.374  0.713  -1.130
H  -1.558  2.827  -0.032
H  -2.700  1.550  0.546
H  -1.421  2.079  1.648
H  0.143  -0.422  -2.691
H  -0.836  1.293  -1.833

Record 3
ORCA calculation (ωB97M-V/def2-TZVPD) on C4H6N2O in the gas phase.

For the HOMO energy, the calculation gives -9.162 eV. The value obtained for the energy above the lowest of the compared OMol25 structures with the same formula, charge and spin is 41.8 kcal per mole. The maximum force comes out at 0.46 eV Å⁻¹. The SMILES is Cc1cc(N)on1. The value obtained for the total energy is -340.72836 a.u. As for the HOMO-LUMO gap: 10.09 eV.

Cartesian coordinates (Å):
C  -2.310  0.139  -0.094
C  -0.826  0.095  -0.298
C  0.235  0.469  0.579
C  1.342  -0.008  -0.039
N  2.652  -0.102  0.419
O  1.015  -0.539  -1.228
N  -0.359  -0.469  -1.385
H  -2.799  -0.368  -0.931
H  -2.576  -0.394  0.827
H  -2.701  1.157  -0.017
H  0.259  1.110  1.441
H  3.320  -0.203  -0.334
H  2.747  -0.886  1.058